Here is a 2-piece molecular cluster, C5H13NS overall in a non-equilibrium geometry from the Open Molecules 2025 dataset. Energies are from ωB97M-V/def2-TZVPD.

Its relative energy (zero: lowest compared OMol25 entry of this formula, charge and spin) is 753.4 kJ/mol. The total energy comes out at -17713.4426 eV. The highest occupied orbital energy is -6.8839 eV. For the largest force on an atom, the calculation gives 4.5 eV Å⁻¹. The calculation puts the orbital gap at 3.567 eV.

Structure (ORCA input):
```
! wB97M-V def2-TZVPD RIJCOSX def2/J DEFGRID3
* xyz 0 1
H -1.3899 -2.7352 0.2236
H 0.6042 0.6991 -1.3709
H -0.1225 2.1596 -0.8515
S 3.5183 1.0696 -1.2740
C 0.7200 1.4557 -0.5701
H 2.2406 0.3781 0.5232
C -1.5387 -0.7174 -0.4686
H -2.6323 -1.9068 1.0614
H 1.6145 2.0708 -0.5124
H 1.2581 -1.1238 0.0634
H -1.5703 1.1956 0.6644
H -2.8124 -2.5368 -0.7704
C -1.1425 0.1523 0.5991
C -2.2663 -2.0020 -0.0199
H 3.6295 2.4051 -1.0377
H 1.4285 -0.6578 1.8157
N 0.3861 0.7985 0.6982
H -2.1156 -0.2617 -1.3199
C 1.3844 -0.2763 0.8111
H -1.1939 -0.1664 1.7352
*
```